{
  "formula": "C48H57BrF4N6O6P2W",
  "method": "the ωB97M-V functional and the def2-TZVPD basis",
  "lumo_ev": [-4.5, -4.7],
  "total_charge": 2,
  "spin_multiplicity": 3,
  "relative_energy_kj_mol": 172.5,
  "s_squared": 2.0676,
  "elements": ["W", "F", "C", "C", "F", "C", "F", "C", "P", "C", "C", "C", "C", "C", "C", "C", "C", "C", "C", "C", "C", "C", "Br", "C", "F", "H", "H", "H", "H", "H", "H", "H", "H", "H", "H", "O", "H", "H", "O", "H", "H", "C", "O", "P", "O", "C", "O", "C", "H", "H", "H", "H", "H", "H", "H", "H", "H", "C", "C", "C", "C", "C", "C", "C", "C", "C", "C", "H", "H", "H", "H", "H", "H", "H", "H", "H", "H", "H", "H", "C", "C", "N", "C", "C", "N", "C", "N", "N", "N", "C", "C", "C", "C", "C", "C", "H", "H", "H", "H", "H", "H", "H", "H", "H", "H", "H", "O", "C", "C", "C", "C", "C", "C", "N", "H", "H", "H", "H", "H", "H", "H", "H", "H", "H", "H"],
  "positions_angstrom": [[-8.531224, -5.887856, 19.638080], [-14.176817, -12.523373, 16.136132], [-13.540392, -11.409104, 16.489063], [-14.303247, -10.243367, 16.550847], [-15.625429, -10.290788, 16.329575], [-13.749198, -9.076682, 16.981221], [-14.510063, -7.986361, 16.988958], [-12.428601, -9.058858, 17.480367], [-11.817403, -7.738969, 18.455515], [-12.947476, -7.949304, 19.903124], [-12.438332, -8.956989, 20.726576], [-13.191013, -9.379290, 21.818239], [-14.381541, -8.739401, 22.113030], [-14.889222, -7.771544, 21.306429], [-14.157441, -7.327385, 20.199773], [-12.298690, -6.290950, 17.474291], [-12.612024, -5.039169, 17.974319], [-12.552911, -3.886879, 17.184458], [-12.091718, -3.984953, 15.856961], [-11.873573, -5.248072, 15.337532], [-11.989092, -6.358763, 16.129736], [-11.689124, -10.163815, 17.246039], [-9.823716, -10.146520, 17.656156], [-12.165073, -11.385182, 16.782609], [-11.427494, -12.429301, 16.737128], [-11.471602, -9.445718, 20.557872], [-12.806943, -10.176554, 22.467007], [-15.021698, -9.077362, 22.964319], [-15.839503, -7.302678, 21.519248], [-14.611174, -6.547962, 19.607466], [-13.022152, -4.998608, 18.938995], [-12.802012, -2.868004, 17.609455], [-12.001531, -3.071277, 15.265317], [-11.631456, -5.287575, 14.274874], [-11.751794, -7.338457, 15.661582], [-11.069982, -7.062917, 22.816933], [-11.708766, -7.567483, 22.360055], [-11.157769, -7.308370, 23.755532], [-9.524012, -4.883507, 17.964511], [-10.387773, -5.260953, 17.782367], [-9.689734, -3.953657, 17.814224], [-10.632419, -2.285981, 20.155263], [-9.861585, -2.948203, 21.212746], [-9.961179, -4.563819, 21.332997], [-9.497937, -4.732108, 22.871825], [-9.686383, -3.866841, 24.033267], [-11.488003, -4.801574, 21.181703], [-12.554542, -4.421223, 22.117129], [-11.655012, -2.128189, 20.496043], [-10.721630, -2.815323, 19.201243], [-10.052157, -1.369498, 19.958270], [-8.682569, -3.558353, 24.220380], [-10.159028, -4.543026, 24.823165], [-10.414674, -3.092313, 23.862794], [-13.355104, -5.074888, 21.967278], [-12.856302, -3.412110, 21.871118], [-12.340742, -4.379941, 23.227250], [-4.848719, -3.823672, 19.148460], [-5.574313, -4.618453, 20.233504], [-5.049173, -5.992661, 20.415385], [-7.044699, -4.644434, 19.817952], [-5.420459, -3.785884, 21.507731], [-6.473831, -2.933826, 21.988772], [-6.400704, -2.233878, 23.168040], [-5.262420, -2.385201, 23.957304], [-4.193698, -3.194433, 23.516427], [-4.272163, -3.865282, 22.244270], [-5.266441, -4.080365, 18.194367], [-3.742097, -4.023215, 19.128759], [-4.882362, -2.749851, 19.260952], [-3.957488, -5.957101, 20.403417], [-5.292093, -6.740200, 19.705545], [-5.330159, -6.392130, 21.349766], [-7.366434, -3.692249, 19.455012], [-7.295371, -2.899046, 21.338480], [-7.096165, -1.478460, 23.546435], [-5.117793, -1.901910, 24.884570], [-3.271879, -3.299853, 24.166303], [-3.482770, -4.546852, 22.038689], [-7.184347, -6.346362, 23.335164], [-7.895157, -7.443253, 22.552443], [-8.236945, -7.390595, 21.258357], [-8.824499, -8.629640, 20.933417], [-8.842503, -9.397765, 22.069850], [-8.235216, -8.608419, 23.073873], [-8.086236, -8.983323, 24.427649], [-9.225633, -8.713319, 25.301152], [-9.529195, -7.455372, 25.611122], [-10.683832, -7.466277, 26.116501], [-11.211268, -8.738500, 26.058307], [-12.462775, -9.221083, 26.448005], [-12.652996, -10.585050, 26.274950], [-11.691850, -11.460861, 25.723151], [-10.452939, -10.923061, 25.337127], [-10.254569, -9.585078, 25.537001], [-7.207186, -5.424134, 22.755341], [-6.158043, -6.683197, 23.595793], [-7.699995, -6.129073, 24.293887], [-9.114903, -8.880836, 19.934214], [-9.243959, -10.408386, 22.342958], [-7.203283, -8.552541, 24.857513], [-7.936743, -10.069917, 24.493391], [-13.152818, -8.608814, 27.035995], [-13.603470, -11.027931, 26.469391], [-11.993751, -12.509340, 25.627540], [-9.653823, -11.617778, 24.991282], [-7.798573, -7.264859, 18.317280], [-7.122803, -7.318144, 17.259298], [-6.604633, -8.609652, 16.661234], [-7.268079, -8.917370, 15.316104], [-6.689460, -8.154582, 14.118824], [-6.732576, -6.605937, 14.156797], [-6.060613, -6.046794, 15.463864], [-6.826684, -6.201189, 16.671157], [-6.935450, -9.406591, 17.294561], [-5.531236, -8.594310, 16.559501], [-8.331250, -8.880535, 15.380928], [-7.065919, -9.945256, 15.106167], [-7.235561, -8.502897, 13.280902], [-5.669378, -8.513824, 14.041992], [-7.723108, -6.153004, 14.130263], [-6.178613, -6.193190, 13.327461], [-5.859133, -4.933187, 15.285847], [-5.084577, -6.540615, 15.544514], [-7.115898, -5.368106, 17.154622]],
  "forces_ev_per_a": [[0.517, 0.276, 2.276], [0.523, 0.213, 0.103], [0.174, -0.521, -0.239], [-0.917, -0.526, 0.070], [0.785, -0.119, -0.240], [0.707, 0.262, 0.582], [-0.022, 0.003, 0.344], [-1.927, 0.360, -1.556], [0.088, 1.731, 1.462], [0.699, 0.311, -0.611], [-0.468, -0.484, 0.589], [0.704, -0.211, 0.299], [-1.123, -1.502, 1.597], [0.183, 1.302, -0.929], [-0.226, -0.485, 0.281], [0.239, 0.055, -0.223], [-0.483, 0.548, -0.540], [0.390, 0.930, -0.072], [-0.735, 0.669, 1.100], [0.065, 1.029, -1.036], [0.809, -1.625, -1.138], [1.869, -1.641, 0.255], [-0.048, -0.268, -0.009], [-2.669, 2.095, 0.102], [1.020, -1.713, -0.328], [-0.380, 0.312, -0.233], [-0.226, 0.327, -0.252], [0.850, 0.246, -0.675], [-0.055, -0.050, 0.074], [0.246, 0.031, -0.378], [-0.117, 0.362, 1.407], [0.165, -1.432, -0.487], [0.012, -0.433, 0.032], [0.044, -0.428, 0.303], [-0.230, 0.675, 0.406], [1.205, 0.726, 1.394], [-1.235, -1.010, -0.785], [-0.025, 0.216, -0.439], [0.686, -0.009, -0.248], [-0.824, -0.624, -0.261], [0.321, 0.691, 0.045], [0.924, 0.351, 0.455], [-0.463, -0.057, -1.066], [1.622, 0.719, 1.851], [-0.657, -0.009, -1.741], [-1.231, -2.161, 0.197], [-1.848, -0.609, 0.665], [1.298, 1.387, 0.959], [0.174, 0.372, 0.072], [0.281, -0.442, 0.283], [-0.723, -0.168, 0.171], [0.317, 0.662, 0.790], [1.078, 0.873, -0.793], [0.175, 0.601, -0.327], [-1.064, -1.128, -0.358], [-0.162, 0.236, -0.258], [0.557, -0.552, -1.390], [1.736, -0.313, -0.329], [-1.365, 1.477, -0.168], [1.871, -0.178, 0.155], [-0.834, -1.332, 0.181], [-1.266, 0.561, 0.961], [1.472, -1.023, -0.709], [0.677, 0.556, 0.700], [1.647, -1.451, -1.159], [-0.030, 0.029, -0.375], [0.050, 0.711, 2.824], [0.036, -0.125, -0.818], [-0.983, -0.168, 0.052], [-0.536, 0.295, 0.208], [0.035, -0.078, 0.151], [-0.636, -0.397, -1.205], [-0.389, -0.436, 1.220], [-0.244, 1.208, -0.377], [-1.307, 0.479, -0.358], [-0.335, -0.557, -0.591], [-0.233, 0.625, 0.847], [-1.248, 0.098, -0.974], [0.587, -0.296, -0.538], [-0.350, -0.673, 0.280], [0.440, 2.140, -0.372], [-0.055, -0.337, -0.571], [0.593, -0.136, 1.887], [-0.144, -0.105, 0.305], [-1.075, -1.100, -1.434], [-0.114, -1.392, 1.770], [2.041, -1.136, -1.823], [0.169, -0.284, 0.207], [-1.542, 1.119, 0.373], [-0.681, 0.161, 0.625], [0.213, -0.519, 0.784], [-0.105, 0.223, -0.569], [0.427, 1.260, -0.141], [0.034, -2.991, -0.085], [0.098, 1.362, -0.202], [0.397, -0.219, 0.016], [-0.459, 0.363, -0.354], [0.137, -0.305, -0.606], [-0.173, 0.026, -0.177], [0.557, 1.239, -0.593], [0.365, 0.501, 0.096], [-0.002, 0.290, -0.216], [0.059, -0.144, -0.609], [-0.549, -0.062, 0.533], [0.599, 0.401, -0.095], [-0.636, 0.733, 0.137], [-0.445, -1.302, 0.400], [0.770, -0.493, -0.335], [-1.600, 0.379, -0.020], [0.986, 0.663, -0.452], [-0.421, 0.782, 0.989], [0.385, -0.228, 1.734], [0.860, 1.102, -2.210], [0.238, 0.821, -0.586], [0.277, -0.364, 0.827], [0.414, 0.060, 0.132], [-0.911, 0.448, 0.152], [0.201, -0.851, -0.054], [-0.313, -0.282, -1.147], [0.372, 0.256, -0.327], [-0.311, -0.396, -0.200], [0.196, 0.026, -0.309], [-0.312, -1.563, 0.564], [-0.064, 0.203, 0.286], [-0.142, 0.273, 0.139]]
}